1.
This record from the Open Molecules 2025 dataset describes an isolated ion of composition C3H6NO2 and charge +1 in a non-equilibrium geometry. The level of theory is the ωB97M-V functional and the def2-TZVPD basis.

Output
Total charge: +1
Max |F| (eV Å⁻¹): 4.32
E (eV): -8783.7618

Each line ends with the Mulliken charge.
Element x y z (Å)
C 1.40 -0.28 0.08  0.2924
C 0.44 -1.25 0.10  -0.6079
C -1.31 0.23 0.01  0.3205
N 1.26 1.03 -0.03  -0.4859
O -0.88 -0.97 0.18  -0.2273
O -2.61 0.45 0.06  -0.3932
H 2.42 -0.57 0.32  0.3630
H 0.69 -2.33 0.14  0.3723
H -0.76 1.11 -0.27  0.4054
H 0.65 1.18 -0.85  0.2734
H 2.06 1.59 0.07  0.2671
H -3.36 -0.18 0.19  0.4202

***

2.
This record from the Open Molecules 2025 dataset describes a 2-piece molecular cluster, C3H6NO2S overall in a non-equilibrium geometry. The level of theory is the ωB97M-V functional and the def2-TZVPD basis.

Output
Total charge: -1
Max |F| (eV Å⁻¹): 4.45
E (eV): -19627.0469

Each line ends with the Mulliken charge.
Element x y z (Å)
C -1.77 1.35 -0.42  -0.0647
C 2.73 -0.71 0.54  -0.3670
C 1.64 -0.65 -0.18  -0.2899
N -2.27 2.17 0.37  -0.6592
O -1.11 -1.17 -1.25  -0.6072
O -2.81 -0.83 0.52  -0.6098
S -1.44 -0.54 0.07  0.3809
H -1.72 1.57 -1.57  0.3008
H 3.39 -1.68 0.59  0.1547
H 3.26 0.04 1.25  0.2076
H 0.81 0.19 -0.31  0.0372
H 1.45 -1.44 -0.89  0.2398
H -2.16 1.71 1.28  0.2769

***

3.
This record from the Open Molecules 2025 dataset describes an isolated ion of composition C3H6NO2S and charge -1 in a non-equilibrium geometry. The level of theory is the ωB97M-V functional and the def2-TZVPD basis.

Output
Total charge: -1
Max |F| (eV Å⁻¹): 3.19
E (eV): -19626.4975
SMILES string: C=CC=[S@@](N)(=O)[O-]

Each line ends with the Mulliken charge.
Element x y z (Å)
C -2.53 0.67 0.08  -0.9517
C -1.17 0.52 0.24  0.0219
C -0.12 1.06 -0.46  -0.6031
N 1.43 -1.69 -0.31  -0.6330
O 2.88 0.18 -0.78  -0.6989
O 1.80 0.20 1.35  -0.6403
S 1.60 0.02 -0.11  0.9064
H -3.22 0.31 0.81  0.2537
H -2.80 1.26 -0.85  0.2030
H -0.91 -0.11 1.11  0.2076
H -0.28 1.53 -1.41  0.3661
H 2.36 -1.97 -0.14  0.2692
H 0.95 -1.97 0.47  0.2990

***

4.
This record from the Open Molecules 2025 dataset describes a 2-piece molecular cluster, C3H6NO2S overall in a non-equilibrium geometry. The level of theory is the ωB97M-V functional and the def2-TZVPD basis.

Output
Total charge: -2
Max |F| (eV Å⁻¹): 1.87
E (eV): -19624.1162
Expectation value of S²: 0.75
2S+1: 2

Each line ends with the Mulliken charge.
Element x y z (Å)
O -2.29 0.62 0.36  -0.8798
C -1.16 0.10 0.65  0.4456
O -1.17 -0.91 1.73  -0.5283
C -0.19 -0.37 -0.43  0.1320
C 0.25 0.76 0.53  -0.7000
S 3.48 0.13 0.53  -0.9273
N -0.35 -0.06 -1.84  -0.6875
H 0.44 -1.26 -0.26  0.2007
H 1.30 0.56 0.86  -0.0817
H 0.16 1.81 0.21  0.3060
H -0.35 -0.82 2.22  0.3030
H 0.53 0.31 -2.19  0.2282
H -0.64 -0.87 -2.37  0.1893

***

5.
This record from the Open Molecules 2025 dataset describes C3H6NO2S as an isolated structure in a non-equilibrium geometry. The level of theory is the ωB97M-V functional and the def2-TZVPD basis.

Output
Total charge: +1
Max |F| (eV Å⁻¹): 8.41
E (eV): -19612.2941
Expectation value of S²: 2.01
2S+1: 3

Each line ends with the Mulliken charge.
Element x y z (Å)
C 2.23 -0.21 -1.89  0.1317
C -0.81 1.21 1.04  -1.0354
C -1.11 0.07 0.13  -0.1784
N 1.48 -0.18 -1.01  -0.4049
O -0.18 -2.43 -0.60  -0.4310
O 0.88 -1.43 1.37  -0.1834
S 0.06 -1.37 0.23  0.9893
H 3.05 -0.23 -2.70  0.3580
H -1.67 1.87 1.27  0.3666
H -0.70 0.86 2.14  0.2928
H -0.09 2.01 0.90  0.3521
H -1.02 0.24 -1.03  0.3323
H -2.15 -0.41 0.16  0.4103

***

6.
This record from the Open Molecules 2025 dataset describes an isolated ion of composition C3H6NO2S2 and charge -1 in a non-equilibrium geometry. The level of theory is the ωB97M-V functional and the def2-TZVPD basis.

Output
Total charge: -1
Max |F| (eV Å⁻¹): 4.42
E (eV): -30464.2073

Each line ends with the Mulliken charge.
Element x y z (Å)
C -0.42 0.97 0.34  -0.7598
C -1.16 0.58 -0.94  -0.4304
C -0.33 -1.32 0.76  -0.5265
N 0.48 -0.03 0.74  -0.3658
O 2.67 -1.29 0.02  -0.6138
O 2.41 1.03 -0.40  -0.6279
S -1.23 -1.23 -0.87  -0.1979
S 1.76 -0.29 -0.55  0.5062
H 0.22 1.80 0.04  0.3455
H -1.13 1.14 1.16  0.3694
H -2.12 1.12 -0.98  0.3720
H -0.57 0.85 -1.86  0.2727
H 0.43 -2.01 0.80  0.4069
H -1.02 -1.32 1.73  0.2494

***

What did the fifth record say?
This record from the Open Molecules 2025 dataset describes C3H6NO2S as an isolated structure in a non-equilibrium geometry. The level of theory is the ωB97M-V functional and the def2-TZVPD basis.

Output
Total charge: +1
Max |F| (eV Å⁻¹): 8.41
E (eV): -19612.2941
Expectation value of S²: 2.01
2S+1: 3

Each line ends with the Mulliken charge.
Element x y z (Å)
C 2.23 -0.21 -1.89  0.1317
C -0.81 1.21 1.04  -1.0354
C -1.11 0.07 0.13  -0.1784
N 1.48 -0.18 -1.01  -0.4049
O -0.18 -2.43 -0.60  -0.4310
O 0.88 -1.43 1.37  -0.1834
S 0.06 -1.37 0.23  0.9893
H 3.05 -0.23 -2.70  0.3580
H -1.67 1.87 1.27  0.3666
H -0.70 0.86 2.14  0.2928
H -0.09 2.01 0.90  0.3521
H -1.02 0.24 -1.03  0.3323
H -2.15 -0.41 0.16  0.4103